Arrangement one

{"formula": "C2H8N3O2P", "method": "wB97M-V/def2-TZVPD", "orbital_gap_ev": 10.7, "lumo_ha": 0.027, "smiles": "NP(N)(=O)O.CC#N", "elements": ["P", "O", "O", "N", "N", "N", "C", "C", "H", "H", "H", "H", "H", "H", "H", "H"], "coordinates": [[0.193, 1.204, 0.071], [1.684, 0.783, -0.241], [-0.838, 0.526, -0.786], [0.350, 2.886, -0.153], [-0.026, 1.043, 1.748], [1.398, -1.997, -0.369], [0.273, -2.209, -0.454], [-1.067, -2.540, -0.742], [-1.205, -3.331, -1.481], [1.810, -0.271, -0.264], [-1.387, -1.516, -1.143], [-1.568, -2.799, 0.270], [-0.194, 3.426, 0.515], [0.412, 1.571, 2.407], [-0.034, 0.054, 1.779], [0.200, 3.170, -1.157]]}

---

Arrangement two

{"formula": "C2H8N3O2P", "method": "wB97M-V/def2-TZVPD", "orbital_gap_ev": 11.0, "lumo_ha": 0.034, "smiles": "C/C=N/OP(N)(N)=O", "elements": ["P", "O", "O", "N", "N", "N", "C", "C", "H", "H", "H", "H", "H", "H", "H", "H"], "coordinates": [[0.520, -0.108, -1.216], [-0.820, 0.642, -0.769], [1.680, -0.052, -0.340], [0.066, -1.707, -1.380], [-1.276, 0.171, 0.649], [0.688, 0.432, -2.822], [-0.514, 0.622, 1.544], [-0.610, 0.394, 2.985], [0.861, -2.297, -1.379], [-0.141, 0.401, -3.321], [-0.346, -1.934, -2.281], [0.432, 1.288, 1.394], [-0.984, 1.373, 3.353], [0.295, 0.143, 3.497], [-1.205, -0.581, 3.058], [1.354, 1.213, -2.974]]}

---

Most stable of them? arrangement one.

---

Arrangement one

{"formula": "C4H11NO", "method": "wB97M-V/def2-TZVPD", "orbital_gap_ev": [2.1, 8.4], "lumo_ha": [0.125, 0.126], "charge": -1, "multiplicity": 2, "elements": ["O", "N", "C", "C", "C", "C", "H", "H", "H", "H", "H", "H", "H", "H", "H", "H", "H"], "coordinates": [[0.779, -0.213, 6.591], [-0.149, 1.021, -2.510], [0.093, -0.769, -0.936], [-0.489, 0.364, -1.325], [1.108, -1.497, -1.823], [-1.410, 1.165, -0.461], [1.274, -2.486, -1.404], [-0.124, 2.019, -2.539], [0.256, 0.071, 5.821], [0.060, -1.276, 0.016], [-0.866, 2.050, -0.131], [-1.917, 0.628, 0.335], [2.081, -0.990, -1.719], [0.230, -0.691, 7.226], [0.374, 0.473, -3.170], [-2.182, 1.627, -1.081], [0.883, -1.495, -2.889]]}

---

Arrangement two

{"formula": "C4H11NO", "method": "wB97M-V/def2-TZVPD", "orbital_gap_ev": [2.4, 7.9], "lumo_ha": [0.130, 0.127], "charge": -1, "multiplicity": 2, "elements": ["O", "N", "C", "C", "C", "C", "H", "H", "H", "H", "H", "H", "H", "H", "H", "H", "H"], "coordinates": [[1.464, -3.475, 2.312], [0.246, -0.234, 0.429], [0.044, 0.969, -0.272], [0.907, 2.189, 0.029], [-1.993, 0.352, -1.896], [-1.043, 1.222, -1.066], [1.009, -0.118, 1.121], [-1.838, -0.683, -1.619], [0.297, 2.849, 0.787], [0.934, 2.780, -0.965], [-1.944, 0.589, -2.866], [2.173, -3.972, 1.815], [-3.108, 0.758, -1.778], [1.893, 1.803, 0.311], [-0.998, 2.200, -1.444], [0.680, -4.071, 2.346], [-0.029, -1.084, 0.019]]}

---

Arrangement three

{"formula": "C4H11NO", "method": "wB97M-V/def2-TZVPD", "orbital_gap_ev": [2.8, 9.5], "lumo_ha": [0.141, 0.139], "charge": -1, "multiplicity": 2, "elements": ["O", "N", "C", "C", "C", "C", "H", "H", "H", "H", "H", "H", "H", "H", "H", "H", "H"], "coordinates": [[1.438, 0.598, -1.950], [-1.026, -1.602, -1.482], [-1.221, -0.955, -0.106], [-0.406, 0.748, 1.624], [0.003, -0.225, 0.518], [0.520, 1.549, 2.027], [1.376, 0.697, -2.835], [-1.438, 0.694, 1.964], [0.662, -0.967, 0.920], [0.473, 2.274, 2.776], [-1.614, -1.568, 0.748], [1.510, 1.688, 1.550], [0.527, 0.304, -0.294], [-0.825, -2.602, -1.456], [-0.367, -1.076, -1.945], [2.389, 0.675, -1.678], [-2.002, -0.232, -0.381]]}

---

Most stable of them? arrangement one.

---

Arrangement one

{"formula": "C5H14", "method": "wB97M-V/def2-TZVPD", "orbital_gap_ev": [11.2, 3.9], "lumo_ha": [-0.121, -0.391], "charge": 1, "multiplicity": 2, "elements": ["C", "C", "C", "C", "C", "H", "H", "H", "H", "H", "H", "H", "H", "H", "H", "H", "H", "H", "H"], "coordinates": [[-0.747, 0.695, 1.968], [0.527, 0.128, -3.415], [-0.049, -0.634, 1.638], [0.568, 1.322, -2.452], [-0.410, -1.688, 2.672], [1.030, -0.298, 1.626], [-0.762, -2.631, 2.240], [-0.108, 0.316, -4.281], [-0.217, 1.189, -1.695], [-0.509, 1.440, 1.209], [1.520, -0.119, -3.787], [-1.108, -1.381, 3.443], [0.165, -0.773, -2.934], [-0.206, -1.036, 0.619], [-1.768, 0.388, 2.165], [1.571, 1.460, -2.061], [0.612, -1.876, 3.089], [-0.411, 1.234, 2.872], [0.302, 2.264, -2.917]]}

---

Arrangement two

{"formula": "C5H14", "method": "wB97M-V/def2-TZVPD", "orbital_gap_ev": [11.8, 3.7], "lumo_ha": [-0.119, -0.410], "charge": 1, "multiplicity": 2, "elements": ["C", "C", "C", "C", "C", "H", "H", "H", "H", "H", "H", "H", "H", "H", "H", "H", "H", "H", "H"], "coordinates": [[0.792, -1.634, 2.271], [-1.221, 1.982, -0.693], [1.006, -1.926, 0.755], [0.517, -0.648, -0.026], [-0.800, 1.755, -2.166], [-1.194, 1.188, -0.057], [0.299, 1.461, -2.189], [-0.708, 2.698, -2.749], [-0.435, 2.512, -0.238], [1.986, -2.390, 0.606], [-2.184, 2.494, -0.568], [0.645, 0.294, 0.522], [0.930, -0.516, -1.022], [0.023, -2.327, 2.607], [0.267, -2.728, 0.377], [0.295, -0.662, 2.413], [-1.352, 1.057, -2.804], [-0.537, -0.860, 0.051], [1.673, -1.751, 2.912]]}

---

Most stable of them? arrangement one.

---

Arrangement one

{"formula": "C4H8NO", "method": "wB97M-V/def2-TZVPD", "orbital_gap_ev": [8.2, 4.1], "lumo_ha": [-0.113, -0.325], "charge": 1, "multiplicity": 3, "elements": ["O", "N", "C", "C", "C", "C", "H", "H", "H", "H", "H", "H", "H", "H"], "coordinates": [[1.605, 1.052, 0.316], [-2.404, -0.548, 0.318], [1.988, -0.189, -0.011], [-1.209, 1.566, -0.257], [1.225, -1.247, -0.120], [-1.714, 0.416, -0.017], [2.302, 1.587, 0.446], [-0.234, 1.787, -0.476], [1.725, -2.170, 0.012], [-1.854, 2.437, -0.033], [-2.109, -1.092, 1.118], [0.209, -1.258, -0.506], [2.999, -0.527, 0.237], [-3.148, -0.861, -0.343]]}

---

Arrangement two

{"formula": "C4H8NO", "method": "wB97M-V/def2-TZVPD", "orbital_gap_ev": [8.3, 6.3], "lumo_ha": [-0.126, -0.314], "charge": 1, "multiplicity": 3, "elements": ["O", "N", "C", "C", "C", "C", "H", "H", "H", "H", "H", "H", "H", "H"], "coordinates": [[-0.729, 0.184, 1.298], [-1.574, -0.759, 3.144], [0.463, -0.014, -1.719], [0.695, 0.555, -0.670], [-0.704, -0.014, 2.512], [0.166, -0.899, -2.808], [-2.101, -1.379, 2.551], [-1.563, -0.979, 4.164], [-0.190, 0.686, 3.229], [-0.614, -0.525, -3.390], [1.464, 0.978, -0.105], [0.122, -1.938, -2.360], [0.067, 0.238, 0.219], [1.074, -0.872, -3.433]]}

---

Most stable of them? arrangement two.

---

Arrangement one

{"formula": "C4H8NO", "method": "wB97M-V/def2-TZVPD", "orbital_gap_ev": [6.8, 8.9], "lumo_ha": [-0.146, -0.269], "charge": 1, "multiplicity": 3, "elements": ["O", "N", "C", "C", "C", "C", "H", "H", "H", "H", "H", "H", "H", "H"], "coordinates": [[-0.512, -1.221, -1.081], [0.437, 1.166, 0.152], [0.002, 0.425, 1.344], [1.400, 0.245, -0.103], [-1.322, -0.311, -1.481], [0.974, -0.628, 0.861], [-2.310, -0.175, -1.056], [1.312, -1.562, 1.253], [2.155, 0.269, -0.868], [0.405, 2.157, -0.038], [-0.801, -1.790, -0.335], [-1.064, 0.206, 1.384], [0.307, 0.913, 2.271], [-0.983, 0.305, -2.303]]}

---

Arrangement two

{"formula": "C4H8NO", "method": "wB97M-V/def2-TZVPD", "orbital_gap_ev": [6.1, 9.1], "lumo_ha": [-0.155, -0.256], "charge": 1, "multiplicity": 3, "elements": ["O", "N", "C", "C", "C", "C", "H", "H", "H", "H", "H", "H", "H", "H"], "coordinates": [[0.741, -0.241, -0.864], [-1.992, 0.152, 1.557], [-2.794, 0.681, 2.552], [1.628, 0.175, -1.607], [2.729, -0.579, -2.174], [-1.264, -0.375, 0.808], [-0.539, -0.674, -0.037], [3.550, -0.111, -2.688], [3.103, -1.260, -1.361], [-3.747, 0.237, 2.633], [2.515, -1.390, -2.920], [-2.945, 1.727, 2.506], [-2.489, 0.482, 3.580], [1.504, 1.174, -1.985]]}

---

Most stable of them? arrangement one.